{
  "formula": "C11H15F4O13P3",
  "method": "the ωB97M-V functional and the def2-TZVPD basis",
  "largest_force_ev_per_a": 5.5,
  "charge": 0,
  "total_energy_ha": -2829.86149,
  "smiles": "O=C(F)C[PH]#[PH]P(=O)(O)O.O=C1OC[C@@H](F)O1.O=C1OC[C@@H](F)O1.O=C1OC[C@@H](F)O1",
  "homo_lumo_gap_ev": 8.76,
  "e_lumo_ha": 0.0037,
  "elements": ["O", "C", "F", "C", "P", "P", "P", "O", "O", "O", "H", "H", "H", "H", "H", "H", "O", "C", "O", "C", "C", "F", "O", "H", "H", "H", "O", "C", "O", "C", "C", "F", "O", "H", "H", "H", "O", "C", "O", "C", "C", "F", "O", "H", "H", "H"],
  "positions_angstrom": [[-1.1024, -0.7268, -0.4632], [0.0280, -1.2126, -0.7448], [0.5042, -1.0093, -2.0644], [0.7686, -2.0462, 0.3991], [2.6667, -1.9826, 0.3541], [3.1673, -0.2448, 1.6418], [4.0698, 1.2880, 0.3811], [5.4344, 0.8998, -0.2066], [4.2872, 2.6753, 1.3614], [2.9348, 1.6229, -0.8686], [0.4473, -3.1500, 0.2832], [0.4514, -1.6375, 1.4313], [3.1733, -1.6937, -0.9557], [1.9534, 0.3052, 2.2056], [3.6310, 3.3319, 1.0077], [3.4817, 1.8422, -1.6685], [-4.7443, 3.3540, -3.4609], [-4.4508, 2.6471, -2.5424], [-4.5133, 1.2865, -2.5731], [-3.9596, 0.8247, -1.3473], [-4.1413, 2.0068, -0.4498], [-3.1469, 2.0788, 0.4678], [-4.0192, 3.1044, -1.3313], [-2.9075, 0.5671, -1.4977], [-4.4882, -0.0583, -0.9854], [-5.1124, 2.0452, 0.0525], [1.8653, 4.1986, 1.7642], [0.8328, 4.5497, 1.2664], [-0.1607, 3.6971, 0.8953], [-1.2531, 4.5021, 0.4773], [-0.5814, 5.7840, 0.1039], [-1.3900, 6.8440, 0.3394], [0.5137, 5.8456, 0.9966], [-1.9555, 4.6201, 1.3072], [-1.7773, 4.0463, -0.3629], [-0.2176, 5.8179, -0.9272], [2.5138, -4.7552, 1.7601], [1.8443, -5.5754, 1.2037], [0.9005, -5.2849, 0.2602], [0.4326, -6.5285, -0.2442], [0.7504, -7.4674, 0.8757], [1.0384, -8.7036, 0.4061], [1.9236, -6.9151, 1.4379], [0.9704, -6.7726, -1.1645], [-0.6355, -6.4868, -0.4628], [-0.0278, -7.5341, 1.6417]],
  "atomic_forces_ev_per_a": [[4.909, -1.851, -1.746], [-4.733, 1.796, 1.494], [-0.313, -0.883, 2.980], [-0.026, 0.369, -1.668], [0.127, -0.738, 0.586], [0.537, 0.213, 0.705], [2.354, 1.665, -1.740], [-3.515, 0.423, 1.358], [-1.691, -1.842, -2.567], [2.234, 0.206, 1.205], [0.530, 1.884, 0.196], [0.246, -0.631, -1.941], [-0.838, 0.588, 0.265], [0.327, -0.083, -0.945], [0.505, -0.414, 0.889], [-0.586, -0.279, 0.896], [0.357, -0.613, 0.884], [-0.399, 0.638, -1.686], [-0.075, 0.803, 0.172], [0.144, -1.025, -0.035], [0.366, 0.104, 0.414], [-0.034, 0.107, 0.245], [-0.401, -0.412, -0.109], [-0.032, 0.152, 0.230], [-0.059, 0.109, -0.206], [0.153, 0.080, 0.128], [-0.788, 0.302, -0.435], [0.862, -0.587, 0.590], [0.698, 0.509, 0.194], [-0.855, -0.557, -0.360], [-0.334, 0.674, 0.130], [0.055, 0.137, -0.121], [0.148, -0.751, -0.262], [0.088, 0.221, -0.077], [0.199, -0.081, 0.136], [-0.065, 0.168, 0.067], [-0.865, -0.987, -0.547], [1.302, 1.179, 0.898], [0.287, -0.273, 0.417], [-0.708, 0.148, -0.803], [0.333, -0.730, -0.022], [-0.080, -0.118, 0.112], [-0.612, 0.531, -0.154], [0.055, -0.181, 0.188], [0.115, 0.197, 0.089], [0.078, -0.167, -0.041]],
  "mulliken_charge": [-0.488, 0.499, -0.233, -0.249, 0.042, -0.057, 0.867, -0.616, -0.486, -0.473, 0.082, 0.370, 0.087, 0.071, 0.341, 0.308, -0.513, 0.595, -0.321, -0.228, 0.319, -0.209, -0.301, 0.223, 0.300, 0.183, -0.631, 0.650, -0.238, -0.165, 0.345, -0.283, -0.300, 0.285, -0.024, 0.294, -0.434, 0.582, -0.255, -0.462, 0.259, -0.287, -0.320, 0.268, 0.316, 0.291]
}

{
  "formula": "C11H15FN4O6",
  "method": "the ωB97M-V functional and the def2-TZVPD basis",
  "largest_force_ev_per_a": 9.2,
  "charge": 0,
  "total_energy_ha": -1198.20721,
  "smiles": "CC(=O)OCC1=CC(=O)C=C(F)C1=O.NC(N)=O.NC(N)=O",
  "homo_lumo_gap_ev": 7.51,
  "e_lumo_ha": -0.0873,
  "elements": ["C", "C", "O", "O", "C", "C", "C", "C", "O", "C", "C", "F", "C", "O", "H", "H", "H", "H", "H", "H", "H", "N", "C", "N", "O", "H", "H", "H", "H", "N", "C", "N", "O", "H", "H", "H", "H"],
  "positions_angstrom": [[-0.6276, -1.3058, 2.6304], [-0.1330, -2.7676, 1.9875], [-1.1059, -3.7165, 1.9053], [1.2734, -2.9976, 1.5800], [1.4011, -3.1020, 0.1153], [1.6322, -1.6438, -0.6134], [2.0071, -1.5783, -2.0839], [2.1664, -0.0479, -2.7410], [3.1036, 0.2570, -3.6500], [1.0338, 1.0456, -2.1749], [0.6535, 0.9791, -0.7065], [-0.3775, 1.8699, -0.0894], [1.4780, -0.1777, 0.1770], [2.0003, 0.0681, 1.3802], [0.3346, -0.8763, 3.1781], [-0.8877, -0.5287, 1.7638], [-1.5025, -1.4446, 3.3992], [2.1851, -3.9048, -0.2449], [0.3443, -3.4939, -0.2781], [2.1367, -2.5677, -2.6979], [0.5243, 1.8019, -2.9121], [-1.6640, -1.2769, -1.1747], [-1.8661, -2.4824, -1.7367], [-2.9357, -2.5474, -2.5499], [-1.1379, -3.4394, -1.5257], [-2.2525, -0.4771, -1.3362], [-0.8694, -1.1848, -0.5556], [-3.1235, -3.4371, -2.9934], [-3.5468, -1.7704, -2.7361], [-1.1186, 4.7360, 1.9510], [-0.0484, 5.5376, 2.0997], [1.0720, 5.0896, 1.5051], [-0.0908, 6.5862, 2.7236], [-1.1033, 3.8690, 1.4411], [-1.9825, 5.0364, 2.3832], [1.9007, 5.6633, 1.5928], [1.1264, 4.2290, 0.9872]],
  "atomic_forces_ev_per_a": [[2.075, -0.122, -0.050], [-5.411, -3.971, -0.077], [7.039, 5.898, 0.158], [-2.802, 0.882, -0.477], [-1.642, -0.095, -1.073], [1.376, 0.767, -4.091], [-1.343, 1.228, 4.349], [3.111, 0.230, -2.839], [-6.311, -1.783, 5.785], [-0.960, -0.429, 4.215], [1.305, -0.143, -4.220], [3.221, -2.648, -1.724], [1.854, 0.770, 4.629], [-3.509, -1.500, -7.681], [-2.147, -0.744, -1.123], [0.422, -1.889, 1.883], [1.741, 0.014, -1.899], [-1.230, 1.942, 1.218], [2.295, 0.935, 0.492], [-0.041, 2.326, 1.169], [1.313, -1.547, 1.614], [0.520, 1.017, 0.779], [0.118, -0.421, 0.055], [-0.849, -0.525, -0.877], [0.025, -0.186, -0.175], [0.106, -0.129, 0.062], [-0.435, -0.016, -0.311], [0.036, 0.348, 0.169], [0.115, -0.152, 0.058], [-1.475, -0.618, 0.060], [0.012, 0.798, 0.473], [1.441, -0.115, -0.534], [-0.011, -0.011, -0.010], [0.044, 0.141, 0.087], [0.357, -0.128, -0.175], [-0.330, -0.252, -0.036], [-0.029, 0.127, 0.119]],
  "mulliken_charge": [-0.629, 0.630, -0.519, -0.358, -0.257, 0.520, -0.428, 0.162, -0.515, -0.343, 0.382, -0.306, 0.318, -0.528, 0.277, 0.078, 0.327, 0.359, 0.214, 0.356, 0.360, -0.072, 0.688, -0.432, -0.665, 0.198, -0.213, 0.252, 0.142, -0.324, 0.598, -0.321, -0.662, 0.172, 0.193, 0.195, 0.150]
}

{
  "formula": "C11H15FNOP",
  "method": "the ωB97M-V functional and the def2-TZVPD basis",
  "largest_force_ev_per_a": 5.4,
  "charge": 0,
  "total_energy_ha": -999.23084,
  "smiles": "C[C@@]1(F)[C@@H]2CN(P)C3=C(C=CCC3)[C@@]21O",
  "homo_lumo_gap_ev": 8.24,
  "e_lumo_ha": 0.0276,
  "elements": ["C", "C", "F", "C", "C", "N", "P", "C", "C", "C", "C", "C", "C", "C", "O", "H", "H", "H", "H", "H", "H", "H", "H", "H", "H", "H", "H", "H", "H", "H"],
  "positions_angstrom": [[-1.2491, -1.0662, 3.3298], [-0.6170, -0.9539, 1.9800], [0.0840, -2.0266, 1.6375], [-1.5821, -0.1991, 1.0639], [-1.9597, -0.4666, -0.3982], [-0.9397, -0.4345, -1.4893], [-1.2252, -0.9405, -3.0500], [0.3899, 0.0611, -1.0122], [0.7156, 0.4180, 0.2483], [2.0908, 0.9593, 0.5119], [2.8940, 1.2430, -0.4872], [2.5292, 1.1759, -1.9103], [1.4142, 0.1540, -2.1221], [-0.1727, 0.3378, 1.3842], [-0.2044, 1.3575, 2.3473], [-2.0526, -1.7268, 3.3136], [-1.7677, -0.0588, 3.6305], [-0.5532, -1.3723, 4.1091], [-2.2857, 0.0630, 1.7299], [-2.6272, -1.3277, -0.6067], [-2.5968, 0.4207, -0.7145], [-2.1068, 0.0597, -3.4864], [-2.2886, -1.8518, -2.6938], [2.3446, 1.2207, 1.4716], [3.8609, 1.6496, -0.3011], [2.2785, 2.1621, -2.2170], [3.4352, 1.0373, -2.5748], [2.0078, -0.8551, -2.2296], [0.8991, 0.2595, -3.1529], [0.5391, 1.2554, 2.9097]],
  "atomic_forces_ev_per_a": [[0.467, 2.960, 1.388], [-0.913, 0.755, -0.627], [0.605, -1.846, -0.695], [3.937, -1.975, -2.981], [-1.672, 1.721, -1.644], [3.300, 0.752, 4.268], [-0.472, -0.985, -0.334], [-1.522, -0.559, -1.654], [1.200, 0.341, -0.786], [-2.032, -1.059, -2.184], [1.079, 0.387, -0.083], [0.520, -0.679, -0.881], [0.996, -1.667, -2.023], [-2.838, -0.117, 1.675], [-0.545, 1.259, -1.152], [-1.249, -1.597, -0.236], [1.413, -1.774, -0.429], [0.069, 0.110, 0.075], [-2.918, 1.584, 1.211], [0.543, 0.110, 0.623], [0.168, -0.823, 0.784], [-0.492, 0.271, -0.163], [0.364, 0.307, -0.308], [0.639, 0.244, 2.207], [0.610, 0.384, 0.397], [-0.862, 1.179, -0.165], [-0.955, -0.613, 0.752], [-1.440, 1.355, 0.359], [0.907, 0.072, 1.734], [1.094, -0.097, 0.874]],
  "mulliken_charge": [-1.507, 1.098, -0.407, -1.328, -0.911, 0.101, -0.217, 0.712, 0.671, -1.269, -0.489, -0.944, -0.741, 0.929, -0.608, 0.449, 0.281, 0.408, 0.618, 0.379, 0.384, 0.028, 0.038, 0.352, 0.397, 0.352, 0.396, 0.238, 0.229, 0.357]
}

{
  "formula": "C11H15N",
  "method": "the ωB97M-V functional and the def2-TZVPD basis",
  "largest_force_ev_per_a": 1.5,
  "charge": -1,
  "spin_multiplicity": 2,
  "total_energy_ha": -482.85685,
  "homo_lumo_gap_ev": [3.51, 6.68],
  "e_lumo_ha": [0.1434, 0.1399],
  "elements": ["C", "C", "H", "H", "H", "H", "H", "H", "C", "C", "C", "C", "C", "C", "C", "C", "C", "N", "H", "H", "H", "H", "H", "H", "H", "H", "H"],
  "positions_angstrom": [[-2.2288, -0.8514, -0.1969], [-2.1459, -0.6141, -1.6799], [-3.0286, -1.4969, 0.1764], [-1.2641, -1.2192, 0.1528], [-2.4182, 0.0947, 0.3277], [-3.0983, -0.5664, -2.2182], [-1.4832, -1.2754, -2.2545], [-1.6675, 0.3330, -1.9135], [1.7342, -1.9402, 1.7332], [0.4438, 1.3458, 0.5776], [1.0619, 0.1193, 0.2990], [1.3363, -0.5155, 1.5506], [0.8431, 0.3057, 2.5414], [-0.0271, 2.2370, -0.4012], [0.4282, 1.9396, -1.7251], [1.2061, -0.2734, -1.0689], [0.9902, 0.7216, -2.0482], [0.1831, 1.3786, 1.9474], [0.1568, 2.2826, 2.3917], [-0.7401, 2.9743, -0.0612], [0.8220, 0.1096, 3.5954], [0.5228, 2.7250, -2.4704], [1.6181, -1.2306, -1.3834], [1.2133, -2.4624, 2.5304], [2.8067, -2.1596, 1.8002], [1.3296, 0.5522, -3.0649], [1.4054, -2.5140, 0.8627]],
  "atomic_forces_ev_per_a": [[0.017, 0.371, 0.722], [0.080, 0.327, -1.441], [0.060, -0.384, -0.450], [-0.089, 0.008, 0.199], [0.260, -0.050, -0.125], [-0.207, -0.213, 0.256], [-0.308, -0.453, 0.477], [0.032, 0.343, 0.407], [0.162, -0.721, -0.730], [-1.013, -0.400, 0.086], [0.306, -0.232, -0.005], [-0.613, 0.143, 0.120], [0.247, -0.597, 0.030], [0.575, -0.489, 0.802], [0.136, 0.574, -0.555], [0.404, -0.109, -0.614], [0.125, -0.093, 0.739], [0.522, 0.758, -0.289], [-0.086, -0.098, 0.095], [0.040, 0.452, -0.507], [-0.190, 0.112, 0.268], [-0.501, 0.040, -0.120], [0.009, 0.081, 0.278], [0.060, 0.290, 0.569], [-0.014, 0.269, 0.183], [-0.048, -0.023, -0.083], [0.035, 0.093, -0.311]],
  "mulliken_charge": [-0.683, -0.754, 0.391, 0.021, 0.208, 0.383, 0.264, 0.095, -1.400, -0.273, 0.616, 0.676, -1.031, -0.896, -0.453, -0.341, -0.577, -0.122, 0.301, 0.261, 0.441, 0.267, 0.274, 0.355, 0.315, 0.328, 0.335]
}